Record 1
This record from the Open Molecules 2025 dataset describes a structure of composition C11H14ClNO2S at a distorted geometry. The level of theory is ωB97M-V with the def2-TZVPD basis set.

Output
HOMO-LUMO gap: 8.5 eV
E_LUMO: -0.854 eV

The geometry in XYZ format:
```
30
Properties=species:S:1:pos:R:3:forces:R:3
O 1.2710 0.7428 1.4824 0.221 -1.289 -4.606
S 1.3147 0.3103 0.0067 -6.493 -2.385 10.126
O 2.5088 0.1206 -0.5824 7.272 -0.458 -3.514
N 0.4233 -1.1929 -0.1108 1.069 -1.434 -2.134
H 0.6820 -1.6380 -1.1702 -0.746 1.573 3.809
C 0.7997 -2.2912 0.9907 -12.696 1.228 -0.556
C 0.3504 -3.6379 0.6193 -5.099 -0.186 -6.162
H -0.0976 -3.6739 -0.6889 1.760 0.525 3.388
H 0.9025 -4.4867 0.5610 2.527 -1.954 0.423
C -1.0286 -3.9135 1.2534 -1.331 -6.464 0.694
H -1.0277 -4.6837 2.1518 0.874 1.182 -1.612
H -1.9943 -4.4664 0.6684 2.939 1.954 0.810
C -1.2925 -2.6659 1.7984 -6.617 5.760 6.099
H -2.1178 -2.6819 2.8774 2.131 -0.362 -3.073
H -2.0084 -2.0587 1.1310 1.841 -0.201 0.804
C -0.0218 -1.9740 2.3537 0.172 0.639 -5.200
H 0.0449 -0.8729 2.4190 -0.675 -0.686 0.491
H 0.4731 -2.4744 3.1325 0.308 -0.757 1.242
H 1.6662 -2.2026 1.0306 14.095 1.014 1.296
C 0.3637 1.3247 -0.8623 -2.794 0.958 -6.917
C 0.9885 1.7207 -2.1521 0.440 -1.278 6.813
C 0.2624 2.6631 -2.7261 -0.779 4.026 -7.584
C -1.0935 3.0454 -2.5713 1.945 0.038 0.789
C -1.6334 2.5274 -1.3403 8.601 4.374 -9.595
C -1.1536 1.5135 -0.8572 9.813 -6.473 7.397
Cl -1.7033 1.0274 0.6451 -2.073 -1.357 1.942
H -2.4675 2.7275 -1.3377 -15.367 3.708 1.712
H -1.7008 3.7182 -3.3024 1.514 -1.194 1.677
H 0.8652 3.0683 -3.6805 -1.781 -0.438 1.861
H 2.0844 1.5838 -2.2525 -1.071 -0.064 -0.421
```
Forces are in eV/Å.

---

Record 2
This record from the Open Molecules 2025 dataset describes a structure of composition C11H14CrN4OS2 at a distorted geometry. The level of theory is ωB97M-V with the def2-TZVPD basis set.

Output
<S²>: 0.901
HOMO-LUMO gap (alpha / beta): 7.0 / 6.9 eV
Total charge: +1
Spin multiplicity: 2
E_LUMO (alpha / beta): -4.356 / -4.076 eV

The geometry in XYZ format:
```
33
Properties=species:S:1:pos:R:3:forces:R:3
Cr 0.1120 -0.5547 0.8359 0.431 -1.898 -0.867
C -5.2356 -1.4067 -0.3860 0.238 -0.137 0.167
S -4.1584 -2.3858 0.6958 -0.186 -0.034 -0.108
C -2.7185 -1.4554 0.7570 0.286 0.634 -0.243
S -1.3580 -2.2468 1.4832 0.668 0.523 0.295
N -2.6730 -0.2322 0.3008 -1.713 -0.245 -0.315
N -1.4864 0.3627 0.3827 0.283 1.113 -0.175
C -1.4036 1.6429 0.1159 -0.592 -0.616 0.069
C -0.0890 2.1876 0.2009 0.272 0.303 -0.047
C 0.2242 3.5392 0.0234 0.030 -0.318 0.039
C 1.5335 3.9519 0.1702 -0.101 -0.292 0.020
C 2.5054 3.0023 0.4777 -0.195 -0.214 -0.025
C 2.1269 1.6784 0.6098 0.814 0.299 0.168
N 0.8676 1.2657 0.4922 -0.444 0.326 0.188
H -6.2508 -1.6073 -0.0660 -0.133 -0.007 0.018
H -5.0941 -1.7346 -1.4111 -0.008 0.065 -0.056
H -4.9963 -0.3559 -0.2749 -0.046 0.050 0.002
H -2.2780 2.2332 -0.1273 -0.028 -0.100 -0.043
H -0.5659 4.2334 -0.2082 -0.096 0.104 -0.044
H 1.8057 4.9877 0.0462 -0.019 0.121 0.012
H 3.5333 3.2905 0.6237 0.115 -0.058 -0.061
H 2.8587 0.9100 0.8212 0.035 0.011 0.105
N 3.4566 -2.7844 0.4771 -0.319 0.179 0.272
C 2.3867 -2.0181 0.2736 0.901 -0.434 -0.890
O 1.7490 -1.5473 1.2310 0.321 0.112 0.896
C 1.9772 -1.6540 -1.1279 -0.212 -0.031 0.200
C 0.5098 -1.2299 -1.1066 -0.345 0.423 0.216
H 3.7429 -2.9935 1.4247 -0.042 -0.010 -0.139
H 3.9737 -3.1846 -0.2866 -0.044 0.021 -0.026
H 2.1482 -2.4819 -1.8198 0.176 0.031 0.030
H 2.6119 -0.8182 -1.4417 0.078 -0.091 0.041
H -0.1241 -2.0987 -1.2980 -0.072 0.137 0.197
H 0.3082 -0.4961 -1.8885 -0.054 0.034 0.104
```
Forces are in eV/Å.

---

Record 3
This record from the Open Molecules 2025 dataset describes a cluster of 2 separate species, C11H14N2 in total at a distorted geometry. The level of theory is ωB97M-V with the def2-TZVPD basis set.

Output
HOMO-LUMO gap: 8.5 eV
E_LUMO: 0.718 eV

The geometry in XYZ format:
```
27
Properties=species:S:1:pos:R:3:forces:R:3
C -1.8289 2.6553 -0.3209 1.034 -0.129 -2.000
C -1.4909 1.3516 -0.3377 -4.707 1.405 2.129
C -2.3728 0.2828 0.2043 2.178 -1.129 -0.496
C -1.9302 -1.0224 0.1921 -1.507 0.716 -0.134
C -2.6873 -2.0140 1.0007 0.111 0.057 0.008
C -0.8585 -1.6030 -0.5481 0.987 1.066 -0.466
C -0.3762 -1.1467 -1.6729 -0.603 -0.091 0.493
N 0.0112 -0.7070 -2.7224 1.479 1.217 0.818
H -1.1936 3.3274 -0.9701 -0.588 -0.393 1.431
H -2.7831 3.0199 0.0117 -0.305 0.065 0.008
H -0.5302 1.1461 -0.5249 3.355 -1.221 -1.331
H -3.3249 0.5135 0.6909 0.450 0.129 -0.125
H -2.1567 -2.3702 1.8579 0.393 0.526 1.072
H -3.5188 -1.4182 1.1587 -2.030 0.552 1.795
H -3.0960 -2.9377 0.6667 0.077 -0.753 -1.658
H -0.3331 -2.4094 -0.1335 0.608 -1.148 0.610
H -0.3120 -1.1968 -3.4950 -0.863 -0.859 -2.131
N 3.4675 -2.0981 1.1085 -1.127 0.335 -0.750
C 3.0096 -0.9866 0.7836 0.513 -2.293 0.424
C 2.6261 0.2055 0.4934 0.270 1.362 -1.155
C 2.7658 1.3674 -0.5057 0.743 -0.117 1.236
C 2.7935 1.5458 1.0441 -0.778 2.473 0.305
H 2.8261 -2.9334 1.1635 0.594 1.460 0.124
H 1.9660 1.8316 -1.0542 -0.975 -0.514 0.291
H 3.6548 1.5627 -1.1275 0.075 -0.687 0.871
H 3.7377 1.8857 1.5146 -0.427 -0.726 -0.405
H 1.9351 2.1483 1.5221 1.044 -1.303 -0.962
```
Forces are in eV/Å.

---

Record 4
This record from the Open Molecules 2025 dataset describes a cluster of 2 separate species, C11H14N2O in total at a distorted geometry. The level of theory is ωB97M-V with the def2-TZVPD basis set.

Output
HOMO-LUMO gap: 9.0 eV
E_LUMO: 0.587 eV

The geometry in XYZ format:
```
28
Properties=species:S:1:pos:R:3:forces:R:3
C -1.6757 3.0053 -4.2883 -0.307 0.471 1.592
C -1.6803 2.1798 -2.9917 0.381 -0.236 -1.581
C -2.1343 0.8689 -3.1187 0.781 -0.096 1.131
C -2.0163 0.0475 -2.0017 -0.081 -0.539 0.496
C -1.3941 0.4953 -0.8543 0.317 1.123 1.833
O -1.4803 -0.1231 0.3825 0.153 -0.675 -0.474
C -0.7586 1.7470 -0.7670 -1.012 0.355 -1.659
C -1.0144 2.5967 -1.8366 0.009 -0.040 -0.295
H -1.0162 2.5358 -5.0018 -0.108 -0.155 -0.441
H -1.2965 4.0153 -4.1095 -0.015 -0.077 0.012
H -2.7078 3.1069 -4.6198 0.134 -0.097 -0.505
H -2.4503 0.4301 -4.0538 -0.327 0.299 -0.095
H -2.3931 -0.9709 -1.9378 -0.148 0.083 -0.403
H -2.0816 -0.8772 0.3515 0.099 0.063 -0.182
H -0.1690 2.1396 0.0439 -0.213 -0.454 0.484
H -0.7049 3.6341 -1.8157 0.327 -0.038 0.100
C 1.5863 0.2660 3.2111 0.854 -1.460 0.634
C 1.8782 -1.1782 2.8391 0.089 1.112 -1.133
C 0.9817 -2.0831 2.3938 -0.538 -1.167 -0.803
N 1.6882 -3.2143 2.0144 0.295 1.500 0.957
C 3.0078 -2.9240 2.2870 -0.956 -0.584 -0.681
N 3.1432 -1.7055 2.7225 0.377 -0.089 0.677
H 0.7741 0.1278 3.9232 -0.081 1.005 0.103
H 1.3620 0.9452 2.3980 -0.389 -0.250 -0.296
H 2.4971 0.6520 3.6726 -0.271 0.063 0.365
H -0.0714 -2.0837 2.1664 -0.059 0.427 0.317
H 1.2247 -3.9605 1.5473 0.354 -0.696 -0.098
H 3.7571 -3.6813 2.1487 0.337 0.154 -0.057
```
Forces are in eV/Å.

---

Record 5
This record from the Open Molecules 2025 dataset describes an isolated molecule of C11H14N2O2 at a distorted geometry. The level of theory is ωB97M-V with the def2-TZVPD basis set.

Output
HOMO-LUMO gap (alpha / beta): 6.6 / 6.8 eV
E_LUMO (alpha / beta): 0.076 / 0.327 eV

The geometry in XYZ format:
```
29
Properties=species:S:1:pos:R:3:forces:R:3
C -1.0254 0.1161 -3.8677 1.822 -0.265 2.739
C -1.9348 -0.2099 -2.9468 -3.055 -0.476 -1.674
C 0.3222 0.3041 -3.4240 1.284 0.650 -3.330
C -0.3188 -0.2383 1.1975 0.929 -0.792 -0.776
C -2.4265 0.2014 2.1722 0.069 -1.434 1.462
C -1.7299 0.0354 -1.5063 0.280 0.330 3.074
C 0.5302 -0.7945 2.2739 -1.606 -0.948 3.900
C 1.7714 0.0611 2.6527 -1.076 -2.228 -3.173
C 2.2297 0.6137 1.3147 -0.961 -1.974 -0.080
C 1.7840 -0.1507 0.0387 1.450 3.110 0.133
C -0.2232 0.0165 -1.2359 -1.162 0.813 -0.316
N 0.6460 0.2151 -2.1978 1.436 -0.056 1.104
N 0.3189 -0.1223 0.0091 -0.395 0.309 -0.813
O -1.4931 0.4690 1.2832 0.552 0.554 -0.281
O -2.4209 -0.6732 3.0018 0.187 0.129 -0.425
H -1.0884 0.0601 -4.8736 -1.073 -0.348 -3.081
H -2.9425 -0.5808 -3.3822 1.521 0.758 1.280
H 1.2055 0.3933 -4.2103 -1.981 -0.002 1.626
H -3.2255 0.8871 2.0959 -0.987 1.070 -0.376
H -2.1953 1.0818 -1.1044 0.714 -2.292 -0.958
H -2.0992 -0.7878 -0.7798 -0.171 1.192 -1.306
H -0.1464 -0.9993 3.2271 1.399 0.376 -2.037
H 0.9320 -1.8120 1.9955 -0.551 1.016 -0.002
H 1.7095 0.8439 3.2871 -1.315 2.627 2.150
H 2.4474 -0.5604 3.1607 1.277 -1.264 0.193
H 1.8463 1.5627 1.2469 -1.452 2.399 -0.427
H 3.2181 0.8310 1.4346 3.227 0.020 -0.595
H 2.2261 0.3790 -0.9147 -1.188 -1.256 2.105
H 2.0826 -1.1420 0.0519 0.826 -2.015 -0.117
```
Forces are in eV/Å.

---

Record 6
This record from the Open Molecules 2025 dataset describes a cluster of 2 separate species, C11H14N2O2 in total at a distorted geometry. The level of theory is ωB97M-V with the def2-TZVPD basis set.

Output
HOMO-LUMO gap: 8.8 eV
E_LUMO: 0.017 eV

The geometry in XYZ format:
```
29
Properties=species:S:1:pos:R:3:forces:R:3
C 3.1626 -1.6741 -0.9020 -0.300 1.822 -0.720
O 2.1662 -1.4557 0.0864 -0.069 0.782 0.304
C 1.1098 -0.6002 -0.1477 -0.242 -0.665 -1.382
C -0.0688 -1.0788 -0.7329 0.495 -1.712 0.427
C -1.2979 -0.3973 -0.5827 1.616 -0.671 -1.172
C -2.5000 -1.0186 -1.0045 -1.113 0.671 0.707
C -3.6918 -0.3373 -0.7486 1.709 -1.770 -0.203
C -3.5547 0.9071 -0.1479 -0.673 1.946 0.973
N -2.4474 1.4626 0.2548 1.148 0.817 0.000
C -1.2361 0.8534 0.0261 -2.345 0.302 0.371
C -0.0296 1.4488 0.4379 1.640 -0.852 -0.058
C 1.1695 0.7686 0.2644 0.955 0.329 -0.040
O 2.4747 1.3159 0.5448 -2.088 -1.336 0.398
C 3.0420 2.1365 -0.4771 1.066 1.480 3.629
H 2.6353 -2.1335 -1.7327 0.463 0.167 -0.633
H 3.8192 -0.7685 -1.1736 -1.466 -0.875 0.195
H 3.8601 -2.3447 -0.5007 0.724 -1.232 0.729
H -0.2005 -2.1379 -1.1451 0.887 1.473 0.728
H -2.4444 -2.0455 -1.3990 -0.182 0.645 0.134
H -4.6418 -0.8314 -0.8118 -0.350 0.115 -0.497
H -4.4076 1.5820 0.0774 0.134 -0.958 -0.281
H 0.0198 2.3522 1.0005 -0.367 0.798 -0.075
H 4.1481 2.1932 -0.2666 -1.110 0.023 0.060
H 2.6025 3.1390 -0.3296 0.260 -0.295 -0.885
H 2.9644 1.6837 -1.3816 -0.721 -0.911 -3.003
N -0.4497 -1.6954 2.5273 -0.170 1.259 0.134
H -1.4570 -1.5811 2.7000 0.523 -0.012 0.397
H 0.0419 -0.8898 3.0147 -0.907 -1.293 -0.968
H -0.4177 -1.5179 1.5133 0.482 -0.047 0.730
```
Forces are in eV/Å.

---

E_tot values, unit eV, following the record order: -40565.0257 -69727.5506 -14607.5708 -16661.0697 -18704.5163 -18707.0410.